Record 1
This record from the OMol25 dataset describes the molecule C5H6O at a distorted geometry. The level of theory is ωB97M-V/def2-TZVPD.

Geometry as ORCA input:
```
! wB97M-V def2-TZVPD RIJCOSX def2/J DEFGRID3
* xyz 0 1
C 1.85 -0.74 -0.40
C 1.84 -0.46 0.87
C 0.67 -0.17 -1.11
C -0.14 0.59 -0.13
C -1.51 0.78 0.33
O 0.57 1.26 -1.06
H 2.59 -1.32 -0.96
H 2.46 -0.62 1.73
H 0.28 -0.60 -2.03
H -2.21 0.27 -0.33
H -1.76 1.84 0.37
H -1.63 0.35 1.32
*
```

Values from the calculation:
Orbital gap (alpha / beta) ... 9.16 / 7.99 eV

Record 2
This record from the OMol25 dataset describes the molecule C5H6O at a distorted geometry. The level of theory is ωB97M-V/def2-TZVPD.

Geometry as ORCA input:
```
! wB97M-V def2-TZVPD RIJCOSX def2/J DEFGRID3
* xyz 0 1
C -2.03 -0.08 -0.40
C -0.35 -1.27 -0.30
C 0.01 0.01 0.26
C 2.34 1.17 0.44
O -1.15 0.79 0.20
C 1.18 0.61 0.35
H -2.66 0.42 -1.14
H -2.56 -0.78 0.24
H 0.40 -1.75 -0.92
H -0.88 -2.00 0.29
H 2.89 1.21 1.38
H 2.80 1.68 -0.41
*
```

Values from the calculation:
Orbital gap ... 9.11 eV

Record 3
This record from the OMol25 dataset describes the molecule C5H6O at a distorted geometry. The level of theory is ωB97M-V/def2-TZVPD.

Geometry as ORCA input:
```
! wB97M-V def2-TZVPD RIJCOSX def2/J DEFGRID3
* xyz 0 1
C 0.61 1.18 0.17
C 1.62 0.39 -0.17
C -1.12 -0.59 -0.62
C -0.66 0.39 0.47
C -0.24 -1.01 0.44
O 1.41 -0.93 0.03
H 0.63 2.23 0.13
H 2.58 0.57 -0.72
H -2.19 -0.75 -0.37
H -1.12 -0.51 -1.74
H -1.26 0.76 1.15
H -0.26 -1.73 1.22
*
```

Values from the calculation:
Orbital gap ... 9.31 eV
SMILES ... C1=C[C@H]2C[C@H]2O1

Record 4
This record from the OMol25 dataset describes the molecule C5H6O. The level of theory is ωB97M-V/def2-TZVPD.

Geometry as ORCA input:
```
! wB97M-V def2-TZVPD RIJCOSX def2/J DEFGRID3
* xyz 0 1
C -1.70 -0.09 -0.27
C -0.34 0.46 -0.11
C 0.89 -0.08 -0.88
O 0.45 0.11 -2.00
C 2.11 -0.47 -0.22
C 1.85 -0.34 1.07
H -2.25 0.10 0.66
H -1.71 -1.17 -0.47
H -2.25 0.43 -1.07
H 0.76 0.01 1.34
H -0.30 1.55 0.00
H 2.49 -0.51 1.93
*
```

Values from the calculation:
Orbital gap (alpha / beta) ... 7.29 / 6.31 eV

Record 5
This record from the OMol25 dataset describes the molecule C5H6O at a distorted geometry. The level of theory is ωB97M-V/def2-TZVPD.

Geometry as ORCA input:
```
! wB97M-V def2-TZVPD RIJCOSX def2/J DEFGRID3
* xyz 0 1
C 1.53 1.05 1.03
C 0.29 0.29 0.76
O -0.72 0.86 0.19
C -1.66 0.14 -0.47
C -1.28 -1.05 -1.09
C -0.88 -2.05 -1.67
H 1.59 1.94 0.40
H 2.38 0.40 0.79
H 1.64 1.36 2.08
H 0.20 -0.78 0.93
H -2.55 0.70 -0.69
H -0.53 -2.85 -2.27
*
```

Values from the calculation:
Orbital gap (alpha / beta) ... 7.04 / 8.30 eV

Record 6
This record from the OMol25 dataset describes the molecule C5H6O at a distorted geometry. The level of theory is ωB97M-V/def2-TZVPD.

Geometry as ORCA input:
```
! wB97M-V def2-TZVPD RIJCOSX def2/J DEFGRID3
* xyz 0 1
C 0.10 0.01 -1.57
C -0.30 0.89 -0.64
C 0.29 -0.44 1.25
C -0.03 0.71 0.77
C 0.61 -1.64 1.68
O -1.12 1.95 -0.94
H -0.95 2.20 -1.87
H 0.87 -0.72 -1.36
H -0.50 -0.13 -2.46
H -0.46 1.46 1.43
H 0.62 -1.86 2.74
H 0.88 -2.43 0.98
*
```

Values from the calculation:
Orbital gap (alpha / beta) ... 6.51 / 5.98 eV
SMILES ... C=C=CC(=C)O